[1]
The following is a DFT calculation (ωB97M-V/def2-TZVPD) of a cluster of 8 separate species, C4H24N2O8S in total.

The geometry in ORCA input format:
```
! wB97M-V def2-TZVPD RIJCOSX def2/J DEFGRID3
* xyz 0 1
C 2.0171 -1.7856 0.9610
O -0.1550 1.8854 0.7370
O -0.7361 0.3501 3.4420
H 3.2830 1.0720 0.2517
S -0.3012 -2.8932 1.4921
H -2.5859 -0.2954 2.1923
H 1.7639 -1.6804 2.0492
H 1.7677 -0.6298 -3.0643
H -0.4610 2.7927 0.6309
H 1.5392 -3.7116 0.3705
O 3.5298 -0.3145 -1.2536
H 3.0889 0.6597 1.7718
C 2.3397 -0.4595 -1.0826
H -3.9452 0.5643 1.9581
H -0.1711 0.9924 3.8881
N 2.5978 0.7414 0.9091
O -2.3463 0.3685 -0.7571
H 0.7939 2.0263 0.4060
H -1.7496 1.0004 -0.3427
H -1.5914 1.3853 -2.5096
H 0.7408 -2.5458 -0.7869
O 0.7351 3.1454 -1.6246
O -3.2494 0.0305 1.5655
H -2.4226 -1.9646 -2.1710
H -2.3381 2.5301 -1.7049
H -0.1461 2.8587 -1.9242
O -1.6695 2.3227 -2.3526
H 1.2857 3.1436 -2.4090
H 0.7629 -0.1309 0.3700
C 1.8359 -0.3825 0.3534
H -2.6294 -1.4770 -0.7336
H 0.5045 -0.2139 -2.0931
C 1.0128 -2.7755 0.2496
H -3.0832 0.3544 -0.1046
H 2.9771 -2.2370 0.8894
H -1.4908 -2.3311 1.1811
O -2.7203 -2.2502 -1.3099
N 1.4057 -0.6266 -2.0905
H -0.1895 0.4815 2.6457
*
```

E_HOMO: -0.3139 hartree
SMILES: NC(=O)[C@H](N)CCS.O.O.O.O.O.O.O

***

[2]
The following is a DFT calculation (ωB97M-V/def2-TZVPD) of a cluster of 9 separate species, C4H24NO11 in total.

The geometry in ORCA input format:
```
! wB97M-V def2-TZVPD RIJCOSX def2/J DEFGRID3
* xyz -1 1
H 0.0216 -1.2063 -3.7591
C 0.1800 -1.4258 -2.6400
H -0.7691 -2.8512 2.1713
H 1.2644 3.9745 1.0398
H -2.1029 0.6922 0.2972
C -0.4043 -0.4686 -0.4858
H -2.3494 -0.9993 0.2800
H 0.0675 -2.5016 -2.4414
O 0.4781 1.5266 -1.5829
O -0.0664 1.7010 2.6104
H 1.2050 -1.1421 -2.3689
O 0.3043 3.9824 1.3098
H 2.2523 2.1648 -1.6251
H 0.9299 -3.4180 -0.5225
H -0.9706 0.3891 2.2447
C 0.5301 0.7994 -0.5517
H 1.9790 -2.9808 0.4439
H -1.6408 -3.4926 -0.2160
H 1.8143 -0.6104 1.2734
H 0.2839 -1.3029 -0.0974
O -2.3526 -3.2155 -0.8050
O -0.8927 3.9769 -0.9966
H 1.3098 -1.5030 2.4856
H -0.2458 4.4677 -1.5584
O 2.6806 2.9829 -1.5152
H -2.0621 -2.2175 2.5725
O 1.7832 -3.7220 -0.1591
O -1.2672 -0.4876 1.8442
H 0.7700 1.4740 2.1572
O 1.3620 0.8172 0.3902
O 1.8409 -1.4838 1.6870
H -2.1653 -2.2726 -0.9165
H -0.1751 3.8762 0.5054
H -1.2404 0.0724 -2.2440
N -0.9191 -0.8235 -1.8821
H 2.8588 3.0212 -0.5255
O -1.6696 -3.0574 2.2800
H -0.3178 2.4742 2.0627
C -1.5563 -0.2513 0.4734
H -0.7483 3.0410 -1.2353
*
```

E_HOMO: -0.2220 hartree

***

| no. | electronic energy (a.u.) |
| --- | --- |
| 1 | -1276.395276 |
| 2 | -1049.311026 |